116
Properties=species:S:1:pos:R:3 method="wB97M-V/def2-TZVPD" max_force_ev_per_a=2.092 e_homo_ev=-9.202 orbital_gap_ev=9.5 lumo_energy_ev=0.25 relative_energy_kcal_mol=0.0 smiles=COC[C@H](C)N.CCO.CCO.CCO.CCO.CCO.CCO.CCO.CCO.CCO.CCO.CCO
C -25.342 -11.316 -5.765
O -25.987 -11.946 -6.843
C -27.166 -11.301 -7.226
C -27.976 -12.203 -8.157
C -27.274 -12.556 -9.446
N -29.288 -11.654 -8.450
H -25.117 -10.244 -5.848
H -24.377 -11.809 -5.658
H -26.002 -11.397 -4.895
H -27.816 -11.050 -6.372
H -27.024 -10.310 -7.685
H -28.125 -13.159 -7.641
H -26.245 -12.908 -9.373
H -27.138 -11.622 -10.023
H -27.852 -13.165 -10.139
H -29.230 -10.836 -9.043
H -29.821 -11.442 -7.619
C -21.016 -12.915 -3.396
C -20.687 -11.591 -4.050
O -21.587 -11.406 -5.140
H -20.299 -13.139 -2.606
H -20.973 -13.653 -4.200
H -22.008 -12.989 -2.951
H -19.643 -11.618 -4.390
H -20.726 -10.737 -3.359
H -21.447 -10.506 -5.524
C -24.251 -14.842 -3.523
C -23.267 -15.993 -3.631
O -23.227 -16.507 -4.952
H -25.247 -15.227 -3.738
H -23.979 -13.994 -4.150
H -24.266 -14.455 -2.495
H -23.520 -16.808 -2.946
H -22.259 -15.672 -3.331
H -22.473 -16.113 -5.433
C -23.296 -14.515 -8.709
C -23.224 -13.589 -7.515
O -21.866 -13.225 -7.225
H -22.763 -15.457 -8.567
H -22.960 -13.995 -9.604
H -24.340 -14.814 -8.822
H -23.682 -14.030 -6.626
H -23.770 -12.678 -7.767
H -21.788 -12.606 -6.455
C -15.990 -8.746 -6.156
C -17.308 -9.463 -6.419
O -18.108 -9.449 -5.234
H -16.159 -7.699 -5.907
H -15.343 -8.769 -7.038
H -15.437 -9.243 -5.359
H -17.119 -10.513 -6.662
H -17.849 -9.010 -7.246
H -17.757 -10.097 -4.597
C -20.148 -13.194 0.217
C -21.588 -13.234 0.721
O -22.402 -13.950 -0.195
H -20.159 -12.683 -0.751
H -19.807 -14.216 0.021
H -19.430 -12.701 0.870
H -21.915 -12.207 0.858
H -21.562 -13.747 1.690
H -22.192 -14.886 -0.178
C -19.808 -17.756 -6.179
C -20.318 -16.593 -7.012
O -20.865 -15.601 -6.140
H -20.611 -18.334 -5.722
H -19.084 -17.424 -5.436
H -19.280 -18.455 -6.837
H -21.079 -16.950 -7.714
H -19.455 -16.179 -7.546
H -21.101 -14.824 -6.700
C -24.721 -10.174 -2.570
C -23.757 -11.266 -2.165
O -23.901 -11.547 -0.776
H -24.453 -9.205 -2.147
H -25.729 -10.471 -2.292
H -24.592 -10.014 -3.642
H -22.712 -10.981 -2.353
H -23.914 -12.159 -2.780
H -23.354 -12.333 -0.596
C -16.869 -9.862 -1.494
C -17.222 -11.210 -2.079
O -16.870 -11.264 -3.477
H -17.261 -9.009 -2.047
H -15.793 -9.705 -1.375
H -17.276 -9.776 -0.480
H -18.306 -11.347 -2.043
H -16.727 -12.005 -1.514
H -15.918 -11.417 -3.498
C -22.705 -7.515 -5.725
C -21.409 -8.065 -5.180
O -20.811 -8.915 -6.203
H -23.456 -8.301 -5.803
H -22.562 -7.063 -6.705
H -23.110 -6.736 -5.076
H -21.550 -8.690 -4.294
H -20.690 -7.263 -5.000
H -19.879 -9.026 -5.939
C -21.575 -8.181 -0.802
C -20.191 -8.749 -0.534
O -19.243 -7.694 -0.618
H -21.655 -7.919 -1.860
H -21.703 -7.254 -0.241
H -22.405 -8.835 -0.536
H -19.968 -9.520 -1.280
H -20.078 -9.185 0.455
H -19.067 -7.454 -1.531
C -18.280 -15.240 -3.150
C -19.219 -15.845 -2.100
O -18.512 -16.167 -0.910
H -18.001 -14.221 -2.867
H -18.762 -15.177 -4.127
H -17.389 -15.860 -3.239
H -19.626 -16.770 -2.511
H -20.073 -15.189 -1.907
H -18.109 -15.350 -0.594